Run one
Computed, not measured: a 2-piece molecular cluster, C5H14 overall, with ωB97M-V with the def2-TZVPD basis set.

XYZ file:
```
19
C5H14 ωB97M-V with the def2-TZVPD basis set
C -0.038 1.616 0.742
C 1.282 1.058 1.266
C 0.033 1.970 -0.726
H -0.887 0.952 0.906
H -0.296 2.521 1.294
H 1.566 0.235 0.607
H 0.156 1.094 -1.377
H 1.254 0.679 2.282
H 2.037 1.848 1.173
H -0.860 2.468 -1.120
H 0.797 2.691 -1.019
C -1.214 -2.270 -1.116
C -0.088 -2.176 -0.070
H -1.281 -1.332 -1.666
H -1.141 -3.103 -1.815
H -2.178 -2.417 -0.640
H 0.401 -3.137 0.098
H -0.492 -1.811 0.866
H 0.701 -1.557 -0.477
```

As for the structure (SMILES): CCC.CC. For the LUMO energy, the calculation gives 1.2 eV. The calculation puts the HOMO-LUMO gap at 0.4616 Ha. For the HOMO energy, the calculation gives -11.381 eV. Its spin multiplicity is 1. The calculation puts the molar mass at 74.2 g/mol.

These are the natural (NBO) partial charges, in e, on atoms 1 to 6:
1. C -0.400
2. C -0.603
3. C -0.611
4. H 0.197
5. H 0.194
6. H 0.200

---

Run two
Computed, not measured: a 2-piece molecular cluster, C5H14 overall, with ωB97M-V with the def2-TZVPD basis set.

XYZ file:
```
19
C5H14 ωB97M-V with the def2-TZVPD basis set
C 1.089 0.074 2.654
C -0.039 -0.948 2.614
H 1.313 0.315 1.599
H 0.694 1.014 3.071
H 1.954 -0.169 3.270
H -0.959 -0.405 2.440
H 0.002 -1.736 1.865
H -0.106 -1.320 3.650
C -0.547 0.173 -1.327
C 0.935 0.232 -1.705
C -1.443 0.421 -2.525
H -0.960 -0.731 -0.878
H -0.698 0.940 -0.576
H 0.992 0.986 -2.490
H -1.014 1.066 -3.309
H -1.667 -0.447 -3.147
H -2.428 0.818 -2.251
H 1.534 0.408 -0.821
H 1.345 -0.688 -2.134
```

As for the structure (SMILES): CCC.CC. For the LUMO energy, the calculation gives 1.1 eV. The calculation puts the HOMO-LUMO gap at 0.4543 Ha. For the HOMO energy, the calculation gives -11.222 eV. Its spin multiplicity is 1. The calculation puts the molar mass at 74.2 g/mol.

These are the natural (NBO) partial charges, in e, on atoms 1 to 6:
1. C -0.607
2. C -0.610
3. H 0.199
4. H 0.202
5. H 0.207
6. H 0.202

---

Run three
Computed, not measured: a 2-piece molecular cluster, C5H14 overall, with ωB97M-V with the def2-TZVPD basis set.

XYZ file:
```
19
C5H14 ωB97M-V with the def2-TZVPD basis set
C -0.256 0.385 -1.483
C 0.043 0.055 -2.932
C 0.523 1.560 -0.892
H -1.302 0.579 -1.252
H 0.002 -0.446 -0.837
H 1.122 0.194 -3.059
H 1.580 1.382 -0.683
H -0.529 0.595 -3.684
H -0.065 -1.021 -3.109
H 0.585 2.423 -1.532
H 0.008 1.982 -0.040
C 0.557 -1.207 2.450
C -0.883 -0.720 2.699
H 0.841 -1.110 1.408
H 1.147 -0.669 3.184
H 0.706 -2.256 2.716
H -1.650 -1.357 2.265
H -0.955 0.274 2.278
H -1.018 -0.508 3.760
```

As for the structure (SMILES): CCC.CC. For the LUMO energy, the calculation gives 1.1 eV. The calculation puts the HOMO-LUMO gap at 0.4594 Ha. For the HOMO energy, the calculation gives -11.374 eV. Its spin multiplicity is 1. The calculation puts the molar mass at 74.2 g/mol.

These are the natural (NBO) partial charges, in e, on atoms 1 to 6:
1. C -0.402
2. C -0.612
3. C -0.610
4. H 0.199
5. H 0.194
6. H 0.203

---

Run four
Computed, not measured: a 2-piece molecular cluster, C5H14 overall, with ωB97M-V with the def2-TZVPD basis set.

XYZ file:
```
19
C5H14 ωB97M-V with the def2-TZVPD basis set
C -0.938 0.486 2.337
C -1.095 1.804 1.591
C -0.928 -0.595 1.361
H 0.080 0.644 2.698
H -1.715 0.525 3.010
H -2.215 2.043 1.500
H -0.749 -0.069 0.420
H -0.245 -1.456 1.551
H -0.755 1.757 0.626
H -0.554 2.622 2.013
H -1.903 -1.185 1.256
C 1.923 -0.937 -1.869
C 0.713 -0.857 -2.801
H 2.216 0.066 -1.480
H 1.675 -1.461 -1.021
H 2.853 -1.250 -2.309
H 0.398 -1.846 -2.961
H 1.105 -0.162 -3.664
H 0.134 -0.128 -2.257
```

As for the structure (SMILES): CCC.CC. For the LUMO energy, the calculation gives 1.1 eV. The calculation puts the HOMO-LUMO gap at 0.4440 Ha. For the HOMO energy, the calculation gives -10.989 eV. Its spin multiplicity is 1. The calculation puts the molar mass at 74.2 g/mol.

These are the natural (NBO) partial charges, in e, on atoms 1 to 6:
1. C -0.427
2. C -0.577
3. C -0.612
4. H 0.200
5. H 0.211
6. H 0.191

---

Which structure wins on stability? run one wins.